The following is a quantum chemistry calculation of a cluster of 17 separate species, C88H212Br2N11O21 in total in a non-equilibrium geometry, from OMol25.

Geometry as XYZ:
```
334
Properties=species:S:1:pos:R:3:forces:R:3
C -5.8455 -0.0734 -2.6473 -0.04 0.27 -0.08
C -5.8407 -1.3157 -1.7547 2.47 -0.58 -1.45
N -4.4152 -2.0664 -1.9553 -0.91 -0.03 0.88
C -3.2978 -1.0535 -1.9686 -1.26 0.24 -0.22
C -4.0769 -3.0732 -0.7890 -1.64 0.20 -0.64
C -5.2752 -3.9952 -0.4052 -0.45 1.27 -1.92
C -4.3449 -2.7522 -3.2894 -1.41 -1.53 -0.50
C -3.0846 -3.6227 -3.4751 1.00 1.03 -1.18
O -3.2229 -4.8850 -2.8963 0.19 -1.07 -0.43
C -3.6458 -5.8752 -3.8576 -2.03 1.85 0.50
H -5.2296 0.8043 -2.3800 0.22 -0.82 0.35
H -6.8428 0.3621 -2.6482 -0.29 -0.35 -0.31
H -5.5486 -0.3873 -3.6602 -0.46 0.42 0.18
H -6.5498 -2.0499 -2.1295 -0.18 0.07 0.28
H -5.8947 -1.1358 -0.7047 -0.14 0.22 0.72
H -3.2688 -0.6363 -2.9888 0.32 0.02 0.67
H -2.4281 -1.6198 -1.7302 0.80 0.01 -0.01
H -3.5031 -0.2823 -1.2229 0.16 -0.12 -0.05
H -3.8517 -2.4639 0.0620 0.32 0.52 0.34
H -3.1862 -3.5717 -1.1609 -0.28 -0.26 0.42
H -5.7414 -4.4032 -1.3493 0.66 -0.15 1.12
H -6.0883 -3.4380 0.0946 0.57 -0.01 -0.26
H -4.9568 -4.7391 0.2963 0.28 -0.65 0.03
H -4.4513 -1.9819 -4.0267 0.59 0.56 -0.43
H -5.2928 -3.3538 -3.5458 1.29 0.44 1.10
H -2.2014 -3.1704 -2.9531 -0.71 -0.06 -0.60
H -2.7552 -3.6762 -4.5894 -0.66 0.05 1.76
H -3.7006 -6.8105 -3.3182 -0.12 -0.20 -0.16
H -3.0300 -5.8978 -4.7372 0.63 -0.11 -0.26
H -4.6771 -5.4932 -4.1944 1.05 -1.16 0.24
C 1.4792 0.1280 3.2240 -2.01 0.70 -0.44
C 1.0092 -0.1000 1.8030 -0.53 -1.87 -0.84
N -0.3231 -0.9597 1.7172 1.11 0.43 0.01
C -0.1027 -2.3828 2.1915 0.42 0.70 1.54
C -1.3820 -0.3980 2.6257 0.13 -0.82 0.55
C -1.9446 0.9414 2.2456 0.23 0.52 -0.48
C -0.8377 -1.0524 0.2923 -0.28 0.07 0.63
C -0.0755 -2.0356 -0.5797 -1.79 -0.87 -0.42
O -0.8072 -3.2869 -0.4461 0.60 0.77 -0.56
C -0.1341 -4.2635 -1.2015 2.26 0.22 0.97
H 0.7927 0.8173 3.7581 0.56 -0.02 -0.32
H 2.4534 0.5317 3.1721 1.04 0.61 0.24
H 1.4648 -0.7616 3.8080 0.28 -0.87 0.40
H 1.7504 -0.6370 1.1610 -0.54 0.20 0.66
H 0.8264 0.7976 1.2204 -0.36 0.20 0.22
H 0.6325 -2.8007 1.5470 0.19 -0.69 -0.64
H -1.0696 -2.9528 2.2261 1.03 0.70 -0.18
H 0.4172 -2.3377 3.1845 -1.04 -0.06 -0.76
H -0.9658 -0.5004 3.6481 -0.08 0.48 -0.52
H -2.1530 -1.1596 2.5834 -0.58 0.10 -0.02
H -1.1629 1.7217 2.1265 -0.40 -0.35 0.10
H -2.6431 1.2725 3.0298 0.21 -0.25 -0.18
H -2.4980 0.8669 1.2841 0.31 0.13 0.71
H -0.8908 -0.0864 -0.1900 0.14 0.55 0.31
H -1.8787 -1.3640 0.4896 0.36 -0.19 -0.66
H 0.9680 -2.1854 -0.3377 0.39 0.20 0.24
H -0.1001 -1.7552 -1.6581 -0.03 0.15 0.62
H -0.6079 -5.2069 -1.1020 -0.80 -0.66 -0.27
H 0.8970 -4.4040 -0.7595 -0.65 0.03 -0.23
H 0.0787 -3.9538 -2.2213 -0.56 -0.05 -0.44
C 0.6102 4.9140 -0.5157 1.44 0.35 -2.16
C 0.9946 5.4270 0.8365 -1.06 -0.59 0.10
N 2.1461 4.7139 1.5039 0.36 0.44 0.20
C 1.8275 3.2373 1.7092 0.31 1.08 0.52
C 3.3957 4.9175 0.6541 -0.13 0.46 0.35
C 4.7325 4.3763 1.1792 -1.14 0.62 0.30
C 2.4225 5.3811 2.8673 1.35 -0.20 -1.12
C 1.1881 5.6970 3.6987 0.51 -0.51 -0.30
O 0.2766 4.6452 3.9812 0.49 0.88 -0.57
C 0.6454 3.8923 5.1313 -0.42 1.21 -0.32
H 1.4567 4.8637 -1.2417 -0.34 0.43 0.52
H -0.1186 5.5709 -1.0012 0.02 0.05 0.37
H 0.2167 3.9338 -0.5948 -0.74 -0.97 0.66
H 0.1064 5.2748 1.4568 0.30 0.05 0.31
H 1.1563 6.4985 0.7601 0.59 0.06 0.34
H 0.8571 3.2639 2.1934 -0.07 -0.40 0.12
H 2.6050 2.8352 2.3839 -0.41 0.05 -0.39
H 1.7900 2.7328 0.7575 0.18 -0.02 -0.32
H 3.4258 6.0275 0.4594 0.13 -1.08 0.22
H 3.2344 4.4055 -0.2782 -0.34 -0.22 -0.35
H 5.3009 4.5671 0.2839 1.06 -0.15 0.13
H 4.7200 3.3256 1.4245 -0.21 -0.42 -0.35
H 5.1004 4.8608 2.0825 0.18 0.37 -0.29
H 3.0266 6.3144 2.5662 -1.21 -1.06 0.85
H 3.1370 4.7046 3.3893 -0.56 0.34 -0.25
H 0.6510 6.4829 3.2343 -0.78 0.71 -0.49
H 1.6178 6.1191 4.5864 0.03 0.21 0.91
H -0.2711 3.3856 5.3857 -0.08 -0.47 0.47
H 0.9329 4.6299 5.9072 0.00 -0.74 0.02
H 1.4433 3.2308 4.8563 0.57 -0.54 0.32
C 5.9025 0.2003 0.5203 -1.66 1.59 -0.52
C 5.1495 0.0606 1.8193 -0.31 -0.84 -0.55
N 5.5745 -1.0949 2.7239 0.24 0.71 0.27
C 4.5187 -1.1061 3.8803 2.72 -0.41 -1.12
C 5.6878 -2.4134 1.9931 -0.53 1.15 0.29
C 4.4218 -2.6212 1.2484 -1.06 -0.41 -1.45
C 6.9636 -0.6458 3.2415 -1.36 0.29 -0.56
C 7.7806 -1.7096 3.8984 -0.34 0.26 1.34
O 7.2043 -2.2117 5.1313 0.76 -0.05 -1.19
C 7.7421 -3.5221 5.5032 -0.81 1.81 0.06
H 6.9160 0.5362 0.5562 0.80 -0.09 0.23
H 5.3161 1.0448 0.0201 0.65 -1.05 0.27
H 5.7410 -0.6586 -0.1065 0.25 -0.27 -0.42
H 4.0903 -0.1427 1.5174 0.76 0.55 0.59
H 5.3016 0.9278 2.4592 -0.57 0.16 -0.11
H 3.5868 -1.5432 3.5564 -0.10 0.34 -0.04
H 4.5638 -0.0653 4.1979 -0.81 -0.13 0.28
H 5.0455 -1.7501 4.5528 -0.36 -0.35 1.01
H 5.8531 -3.2028 2.7318 0.34 0.22 -0.17
H 6.4760 -2.2841 1.2341 0.14 -0.36 0.69
H 4.4204 -3.6178 0.8120 -0.17 -0.24 0.21
H 4.3459 -1.9593 0.3842 0.01 0.07 0.05
H 3.4860 -2.4499 1.7881 0.28 -0.36 0.24
H 6.7497 0.2218 3.9073 0.36 -0.45 -0.58
H 7.4830 -0.3622 2.2813 -0.30 0.02 1.34
H 8.7149 -1.1851 4.1292 0.28 -0.49 -0.11
H 7.9086 -2.4870 3.1672 0.52 -0.67 -0.07
H 8.8219 -3.5612 5.4205 0.11 -0.14 -0.30
H 7.1784 -4.2534 4.9610 0.19 -0.75 -0.54
H 7.4625 -3.5962 6.5314 0.04 -0.29 0.74
C -1.2295 -4.6393 -12.6209 0.92 1.50 0.11
C -2.3071 -4.4257 -11.5658 1.12 -1.15 -0.68
N -1.7962 -3.8760 -10.2892 0.07 0.88 1.22
C -0.5739 -4.6248 -9.7633 -0.57 -1.38 -2.41
C -1.3884 -2.3915 -10.4337 -1.21 -0.35 -0.24
C -0.9505 -1.7594 -9.1546 1.31 0.83 1.25
C -2.8869 -3.9923 -9.2408 -1.43 -0.39 -0.22
C -4.0824 -2.9931 -9.3549 1.38 0.00 -0.95
O -3.7797 -1.8246 -8.6338 -1.37 0.75 2.22
C -4.5791 -1.6302 -7.3624 1.60 -0.22 -2.71
H -0.5299 -5.4496 -12.4172 -0.15 0.09 0.20
H -0.6531 -3.7037 -12.8381 -0.34 -0.78 0.23
H -1.7183 -4.8619 -13.5357 -0.52 -0.36 -0.89
H -2.6737 -5.4403 -11.3781 -0.44 0.41 0.35
H -3.0797 -3.7800 -11.9573 -0.27 0.11 0.15
H -0.8511 -5.6919 -9.5185 0.35 1.26 -0.58
H -0.3003 -4.1887 -8.8649 0.42 0.80 1.53
H 0.2460 -4.5108 -10.5143 -0.77 -0.28 0.55
H -2.3011 -1.7790 -10.6658 0.78 -1.09 -0.70
H -0.6150 -2.4045 -11.2202 -0.54 0.43 0.33
H 0.0900 -1.9622 -8.8844 0.14 0.21 -0.41
H -1.4673 -2.0659 -8.2346 -0.33 0.22 -0.65
H -1.0820 -0.6572 -9.2971 0.22 -0.90 0.40
H -2.4441 -3.8899 -8.2778 0.42 0.08 0.65
H -3.2429 -5.0338 -9.2542 0.22 0.32 -0.24
H -5.0120 -3.4589 -9.0272 0.05 -0.10 -0.10
H -4.1567 -2.6614 -10.4131 -0.51 -0.40 0.47
H -5.4803 -1.1319 -7.5983 -0.87 0.91 -0.31
H -3.9811 -1.1167 -6.6500 0.65 0.67 0.30
H -4.8437 -2.5535 -6.9596 -0.23 -1.87 0.65
C 2.9785 3.6917 9.2634 0.67 -0.63 0.84
C 4.0659 2.8679 8.5263 -1.25 0.11 -0.38
N 3.8886 1.3508 8.6346 1.12 0.52 1.60
C 4.2666 0.8434 10.0612 -0.91 1.09 -0.85
C 2.4687 0.8745 8.4301 0.75 -0.01 0.32
C 1.9450 1.1582 7.0632 -0.38 0.63 -1.05
C 4.9851 0.9037 7.6842 0.15 -0.83 1.50
C 4.9983 -0.5315 7.3064 -0.52 -1.71 1.18
O 5.3112 -1.4181 8.4363 -0.02 3.56 0.30
C 4.9887 -2.7457 8.3892 0.52 -1.44 -2.64
H 2.0039 3.6550 8.7649 0.27 -0.14 0.02
H 3.2498 4.7604 9.3716 0.09 -0.72 -0.10
H 2.8720 3.2478 10.2902 -0.09 0.71 -0.76
H 5.1028 3.0506 8.8234 -0.40 0.23 0.25
H 4.0171 2.9983 7.4414 -0.05 0.59 0.17
H 3.4096 1.1301 10.6849 0.24 -0.67 -0.04
H 5.1095 1.3933 10.4788 0.26 -0.14 -0.50
H 4.4569 -0.2167 9.9136 -0.07 0.07 0.53
H 1.9222 1.3032 9.2846 -0.09 0.02 -0.65
H 2.5211 -0.1897 8.6168 -0.15 -0.40 -0.11
H 1.9478 2.2215 6.7926 0.26 -0.05 0.34
H 0.8802 0.8811 6.9975 0.55 -0.44 -0.04
H 2.5721 0.6819 6.2753 -0.77 0.06 0.53
H 5.8714 1.2329 8.2270 0.27 -0.20 -0.37
H 4.8689 1.4381 6.7785 -0.04 0.70 -0.92
H 5.7284 -0.6933 6.5294 0.42 -0.02 -0.31
H 4.0107 -0.7392 6.8949 0.04 -0.52 0.03
H 5.3868 -3.2365 9.2683 0.00 -0.01 0.16
H 5.5417 -3.1187 7.4644 -0.82 -0.46 1.01
H 3.9203 -2.9438 8.2524 0.06 0.03 0.12
C -5.7800 -3.4820 6.9193 0.62 0.03 -1.23
C -4.7243 -2.5813 6.3014 -0.10 -0.65 -0.35
N -3.3002 -3.0494 6.4418 0.83 0.60 0.15
C -2.9481 -3.0897 7.9401 -0.06 -0.66 -0.20
C -3.1487 -4.4264 5.7717 -1.62 1.06 -0.09
C -1.9535 -5.1170 6.2232 0.47 -1.53 -0.05
C -2.4085 -1.9876 5.7183 0.08 -0.78 -0.25
C -2.4150 -0.6430 6.3474 -0.12 -0.47 1.06
O -3.5706 0.1150 6.1122 -0.49 -0.01 0.05
C -3.9862 0.8312 7.2395 -0.74 -0.17 0.87
H -6.6767 -2.9114 6.7790 -0.75 0.10 0.43
H -5.5722 -3.7190 7.9350 -0.15 -0.01 0.96
H -5.9139 -4.4106 6.3712 -0.02 -0.04 -0.05
H -4.7504 -1.6146 6.7566 -0.08 0.49 0.22
H -4.9182 -2.4467 5.2353 0.19 -0.04 -0.07
H -3.1674 -4.0848 8.3522 -0.38 0.35 -0.31
H -3.5885 -2.3611 8.4717 0.72 -0.22 -0.35
H -1.8581 -2.9920 8.1047 -0.62 0.52 -0.33
H -3.1721 -4.2454 4.6846 -0.22 0.00 0.43
H -4.0216 -4.9963 6.1086 0.05 0.25 -0.42
H -1.0952 -4.5908 5.8838 1.17 0.21 0.12
H -1.9531 -6.1424 5.8289 0.12 0.34 -0.23
H -2.0164 -5.2706 7.2852 0.56 0.09 0.46
H -2.7554 -1.8851 4.6965 -0.45 -0.44 -0.24
H -1.3360 -2.2625 5.6981 -0.69 -0.57 0.28
H -1.6014 -0.1303 5.9098 1.26 0.64 -0.36
H -2.1754 -0.7919 7.4135 -0.19 0.54 -0.14
H -4.0791 0.1869 8.1469 -0.30 0.09 -0.59
H -4.9393 1.3245 7.0134 0.30 -0.32 0.13
H -3.2960 1.5862 7.5624 0.70 0.66 -0.15
C 7.2031 1.2121 -3.1873 -0.84 -1.84 -1.58
C 6.6456 1.0013 -4.6329 -0.16 0.82 1.22
N 5.5259 0.0037 -4.8683 -0.47 -0.90 1.91
C 4.2527 0.3942 -4.1177 -0.37 0.03 -2.08
C 5.2525 0.0279 -6.3385 -0.58 -0.86 0.02
C 5.1062 1.3934 -6.8700 -0.33 0.84 -1.70
C 5.9722 -1.4364 -4.4343 -0.59 0.98 0.35
C 4.9655 -2.5539 -4.7016 1.33 0.63 -0.47
O 3.9245 -2.5113 -3.7996 -0.67 -1.16 0.13
C 3.1630 -3.7539 -3.9292 0.62 1.09 1.06
H 7.9936 1.9411 -3.1989 0.29 0.18 -0.11
H 7.5306 0.2577 -2.7737 0.27 0.23 0.19
H 6.3685 1.5651 -2.6413 -0.64 0.48 1.08
H 7.4122 0.7508 -5.3418 0.44 -0.04 -0.35
H 6.1974 1.9709 -4.8716 0.28 -0.36 -0.23
H 4.0044 1.4102 -4.3999 0.02 0.15 -0.33
H 4.4028 0.4455 -3.0872 0.42 -0.55 1.76
H 3.3906 -0.2248 -4.4682 0.91 0.44 0.53
H 4.2979 -0.4976 -6.5888 0.90 0.07 0.63
H 6.1116 -0.4702 -6.7664 0.08 -0.28 -0.42
H 4.9147 1.3167 -7.9427 0.00 -0.15 -0.02
H 5.9416 2.0519 -6.7896 0.73 0.18 0.05
H 4.2554 1.9116 -6.4953 -0.83 0.25 0.53
H 6.2241 -1.4661 -3.3655 -0.35 0.53 -0.22
H 6.8985 -1.5688 -4.9526 0.50 -0.40 -0.58
H 5.5355 -3.4932 -4.6109 0.00 0.10 -0.06
H 4.6225 -2.4756 -5.7350 -0.20 -0.21 -0.18
H 3.5926 -4.5432 -3.2840 -0.19 0.39 -0.15
H 3.2055 -4.0903 -4.9474 -0.29 -0.16 -0.56
H 2.1671 -3.4619 -3.6240 -0.29 -0.42 -0.06
C -6.7154 6.3479 1.5563 -0.27 -1.83 1.27
C -6.5827 4.8035 1.7810 0.23 0.79 -0.12
N -5.1540 4.3072 1.7308 1.72 -0.37 0.93
C -4.4652 4.8046 0.5092 -0.71 0.80 -0.49
C -4.3196 4.9061 2.9043 -1.15 -0.59 0.19
C -2.9057 4.4126 3.0504 0.19 -0.92 -0.96
C -5.0796 2.7952 1.6952 -2.04 -1.27 -0.15
C -6.0940 2.0483 2.5876 -0.97 -1.49 0.01
O -5.8960 2.3796 3.9441 0.36 0.73 0.54
C -6.5722 1.5694 4.8967 0.75 -0.47 -0.45
H -7.7628 6.5845 1.7477 -0.04 0.04 -0.60
H -6.3541 6.6235 0.5894 -0.06 0.59 -0.41
H -6.2161 6.8401 2.3943 0.28 0.18 -0.43
H -7.1028 4.1511 1.0899 -0.23 0.36 -0.53
H -7.0261 4.5978 2.7411 0.32 -0.37 0.55
H -3.5426 4.3089 0.3082 0.58 -0.59 0.20
H -4.2978 5.8611 0.6532 0.12 0.29 -0.10
H -5.0603 4.6799 -0.3924 -0.37 -0.22 0.16
H -4.8730 4.6840 3.8152 -0.20 0.12 -0.11
H -4.3813 5.9405 2.6660 0.18 0.89 0.24
H -2.4908 4.1787 2.0417 0.02 -0.04 0.81
H -2.9044 3.5107 3.6818 0.21 0.23 -0.38
H -2.2484 5.1463 3.5089 -0.17 0.16 0.07
H -4.1534 2.3013 1.9665 0.65 1.07 -0.15
H -5.2720 2.5278 0.6391 0.08 -0.06 0.53
H -5.8782 0.9501 2.4831 0.05 0.98 -0.43
H -7.1946 2.1218 2.3166 1.08 0.42 0.10
H -6.1332 0.5602 5.0145 0.05 0.34 -0.36
H -7.5978 1.4684 4.6407 -1.12 -0.18 -0.38
H -6.5381 2.0455 5.8581 0.18 0.49 0.31
C -2.2909 4.3109 -7.1238 -0.24 -0.24 -1.31
C -1.1249 3.9059 -6.2890 1.42 -0.15 0.05
N -1.3471 4.0829 -4.8372 0.16 0.22 0.84
C -1.3791 5.5412 -4.4153 1.12 0.03 -0.38
C -2.7295 3.5150 -4.4352 1.66 -0.54 0.55
C -3.0338 2.0689 -4.8787 -0.80 0.23 -0.87
C -0.2603 3.3610 -4.0467 -0.90 0.08 1.33
C 1.1509 3.7138 -4.3349 1.37 -0.16 -0.95
O 1.4226 5.0995 -4.2257 -0.60 0.24 0.55
C 2.6169 5.5289 -4.8352 -1.25 1.37 -0.47
H -3.2734 3.9439 -6.7802 0.57 -0.15 -0.48
H -2.0343 3.9109 -8.1665 -0.79 0.93 1.29
H -2.3360 5.4080 -7.0813 -0.19 -0.23 -0.59
H -0.3045 4.5887 -6.5722 -0.06 -0.42 0.28
H -0.7423 2.8749 -6.3753 -0.44 0.23 -0.34
H -0.6110 6.1622 -4.9452 -0.80 -0.88 0.26
H -1.0990 5.5665 -3.3624 -0.36 0.08 -0.04
H -2.3764 5.9120 -4.5845 -0.17 0.31 0.00
H -3.3648 4.3204 -4.7622 -0.81 -0.46 -0.27
H -2.6747 3.5346 -3.3593 -0.27 0.11 0.54
H -2.7346 1.2478 -4.1429 -0.32 1.47 -1.00
H -2.5907 1.8643 -5.8893 -0.34 -0.11 1.14
H -4.1553 2.1038 -5.0420 1.08 -0.50 0.37
H -0.4013 2.2786 -4.1731 0.05 0.43 -0.20
H -0.4758 3.6111 -2.9896 -0.08 -0.20 -0.45
H 1.4817 3.3890 -5.3139 -0.27 -0.28 -0.57
H 1.7860 3.0951 -3.6777 -0.22 0.34 0.21
H 3.4309 4.9746 -4.4993 1.64 -1.04 0.72
H 2.7515 6.5889 -4.5629 -0.02 -0.45 -0.08
H 2.5880 5.4681 -5.9278 -0.19 -0.12 -0.06
N 1.2525 -2.2062 6.1947 -1.30 1.55 0.18
O 2.4795 -2.0713 6.3521 -1.06 -0.20 0.44
O 0.8173 -2.6887 5.1192 0.11 -0.16 0.74
O 0.3771 -1.7294 7.0448 2.17 -1.16 -1.20
C -6.4024 -1.8390 2.2347 -1.04 0.51 1.03
C -4.9429 -1.4391 2.0730 0.00 -0.60 -0.45
O -4.0957 -2.0824 2.7500 -0.09 0.30 -0.06
O -4.7244 -0.5361 1.2251 0.51 0.06 0.08
H -6.6021 -2.8998 2.0323 0.27 0.27 0.34
H -7.0680 -1.2411 1.5851 0.36 -0.21 0.27
H -6.6866 -1.6056 3.3037 0.10 -0.45 -0.98
C 1.4153 1.1713 -1.5964 -0.71 0.11 -1.31
C 2.7442 0.8835 -0.9427 -0.19 3.72 -1.73
O 3.6060 1.8177 -0.9739 -0.14 0.09 0.31
O 2.8876 -0.2368 -0.5470 1.10 -4.10 1.83
H 0.7097 0.3197 -1.4333 0.34 1.11 0.01
H 1.6325 1.1547 -2.6949 -0.20 -0.02 0.59
H 1.0171 2.1919 -1.4016 -0.01 -0.88 0.09
C 0.5479 -5.5557 -5.9049 -0.79 0.07 0.43
C -0.7790 -4.9807 -6.3174 -1.35 1.12 -0.44
O -1.2420 -3.9906 -5.6359 0.83 -1.38 -0.87
O -1.3165 -5.4542 -7.3537 0.04 -0.08 1.04
H 1.2460 -4.7615 -5.9856 0.86 0.77 0.38
H 0.8742 -6.3459 -6.5251 0.13 -0.90 -0.80
H 0.4384 -5.9330 -4.9031 0.33 0.07 0.63
C 0.3066 -1.2514 -5.0339 0.83 0.83 0.43
C 0.5600 0.2033 -5.4019 1.86 0.10 -0.11
O -0.3901 0.9231 -5.7132 -1.31 0.48 -0.36
O 1.7799 0.6080 -5.3640 -1.09 -0.54 0.08
H 0.4108 -1.3163 -3.9508 -0.34 -0.06 0.26
H 1.1707 -1.7688 -5.3882 0.47 -0.79 -0.44
H -0.5975 -1.6985 -5.3912 -0.48 -0.12 -0.10
Br -2.2704 2.5251 -0.9470 0.03 -0.08 -0.03
Br 4.2116 2.5214 4.5576 0.09 0.11 -0.10
```
Positions in Å, forces in eV/Å.

Its net charge is +3. The HOMO energy comes out at -11.995 eV. The calculation puts the HOMO-LUMO gap at 0.295 Ha. The value obtained for the energy is -294134.5725 eV.